ORCA calculation (wB97M-V/def2-TZVPD) on C28H35F4N2O2PS2TeTi as an isolated structure.

Geometry as XYZ:
```
76
C28H35F4N2O2PS2TeTi, DFT wB97M-V/def2-TZVPD
Ti 0.3874 0.9097 -0.4196
C -2.4099 2.0921 1.2857
C -1.3100 1.7689 2.2749
N 0.0267 1.5793 1.6490
C 0.6302 2.9359 1.4715
C 1.9046 2.9900 0.6281
C 0.8595 0.7278 2.5455
C 2.0877 0.0556 1.9097
N 1.9494 0.0023 0.4656
C 2.9456 -0.4908 -0.2974
C 2.8979 -0.2725 -1.6963
F 1.8929 0.5148 -2.1902
C 3.8452 -0.7320 -2.5741
F 3.7058 -0.4617 -3.8831
C 4.9483 -1.4458 -2.1374
C 5.0452 -1.6471 -0.7761
F 6.1033 -2.3246 -0.2868
C 4.0999 -1.1906 0.1198
F 4.3050 -1.4688 1.4296
H -3.3402 2.2656 1.8304
H -2.1941 2.9762 0.6861
H -2.5649 1.2542 0.6038
H -1.2189 2.5537 3.0387
H -1.5622 0.8438 2.7929
H -0.1201 3.5576 0.9852
H 0.8471 3.3551 2.4639
H 1.7681 2.6058 -0.3935
H 2.1835 4.0336 0.4751
H 2.7361 2.4668 1.0931
H 1.1702 1.3284 3.4115
H 0.2001 -0.0573 2.9111
H 2.9984 0.5933 2.2065
H 2.1607 -0.9446 2.3457
H 5.6914 -1.8222 -2.8227
C -4.5374 3.2894 -4.3325
C -3.5816 3.6468 -3.2110
O -3.5062 2.5892 -2.2561
P -2.2144 1.5717 -2.1653
S -0.5431 -1.0355 -1.1358
S -0.4985 2.8203 -1.8358
O -2.1071 1.2468 -3.7802
C -0.9268 0.7092 -4.3741
C -1.0786 0.8023 -5.8770
H -4.5902 4.1020 -5.0616
H -5.5396 3.1123 -3.9387
H -4.1966 2.3851 -4.8341
H -3.9319 4.5355 -2.6781
H -2.5865 3.8678 -3.6050
H -0.7946 -0.3253 -4.0470
H -0.0600 1.2806 -4.0348
H -1.9890 0.2957 -6.2013
H -0.2266 0.3296 -6.3696
H -1.1324 1.8445 -6.1970
Te -1.4576 -2.1347 1.5070
C -2.1908 -3.2933 3.2032
C -1.4178 -4.3106 3.7608
C -1.8824 -5.0619 4.8314
C -3.1344 -4.8014 5.3731
C -3.9131 -3.7875 4.8352
C -3.4411 -3.0432 3.7601
C -1.9510 -3.7513 0.2429
C -3.2803 -4.0433 -0.0351
C -3.6037 -5.1083 -0.8640
C -2.5995 -5.8852 -1.4235
C -1.2708 -5.5914 -1.1518
C -0.9469 -4.5260 -0.3239
H -0.4392 -4.5235 3.3453
H -1.2672 -5.8525 5.2451
H -3.5000 -5.3859 6.2087
H -4.8924 -3.5777 5.2495
H -4.0618 -2.2570 3.3437
H -4.0656 -3.4352 0.3965
H -4.6431 -5.3248 -1.0797
H -2.8513 -6.7114 -2.0773
H -0.4812 -6.1885 -1.5915
H 0.0894 -4.2776 -0.1343
```

Properties
Gap between HOMO and LUMO (spin up / spin down), eV: 6.0 / 6.0
Energy, Eh: -4002.7486
Energy relative to the best compared isomer or geometry (same formula, charge and spin), kJ/mol: 97.4
2S+1: 2
Expectation value of S²: 0.76
Strongest force on any atom, eV Å⁻¹: 3.1
Charge: -1

ORCA calculation (wB97M-V/def2-TZVPD) on one molecule with the formula C4H5FO.

Geometry as XYZ:
```
11
C4H5FO, DFT wB97M-V/def2-TZVPD
C -0.5308 -1.4886 0.7437
C -1.2449 -0.6524 0.0096
O -0.6743 0.1748 -1.0148
C 0.5958 0.4403 -0.7165
C 0.9936 1.6790 -0.4354
F 2.2603 1.8665 -0.1674
H 0.5613 -1.5545 0.9426
H -1.3606 -2.1149 1.2422
H -2.5137 -0.5402 0.1557
H 1.4693 -0.3875 -0.3461
H 0.4440 2.5775 -0.4136
```

Properties
Gap between HOMO and LUMO, eV: 10.3
Energy, Eh: -330.3792
Energy relative to the best compared isomer or geometry (same formula, charge and spin), kJ/mol: 284.9
SMILES: C=CO/C=C/F
Strongest force on any atom, eV Å⁻¹: 4.4
Charge: 0

ORCA calculation (wB97M-V/def2-TZVPD) on a 8-piece molecular cluster, C32H54BF4N2O23 overall.

Geometry as XYZ:
```
116
C32H54BF4N2O23, DFT wB97M-V/def2-TZVPD
C -3.6533 -4.3922 4.5588
B -4.8799 -4.7604 5.4372
O -4.7538 -5.4228 6.6105
N -6.3347 -4.4310 5.0353
C -6.6685 -3.2799 4.4957
C -7.9341 -2.8693 4.1337
C -8.2236 -1.5205 3.5237
C -7.4769 -1.2910 2.2190
O -8.0136 -0.9874 1.1909
F -6.1279 -1.4231 2.2456
C -8.9372 -3.8263 4.3447
C -10.3732 -3.5582 4.0087
C -11.3652 -4.4709 4.7972
C -12.5092 -3.6871 5.3790
F -12.5689 -3.5528 6.7104
C -13.4718 -3.1529 4.6473
F -13.5302 -3.4460 3.3636
F -14.3965 -2.3683 5.1069
C -8.4576 -5.0358 4.8912
N -7.2557 -5.3580 5.2481
H -3.8725 -4.1998 3.5063
H -2.9851 -5.2634 4.5858
H -3.1047 -3.5810 5.0561
H -5.1875 -4.9538 7.3355
H -5.8493 -2.5834 4.3184
H -7.9617 -0.7363 4.2430
H -9.2779 -1.4507 3.2736
H -10.5760 -3.6201 2.9347
H -10.6336 -2.5364 4.3062
H -10.8972 -4.9774 5.6443
H -11.7707 -5.2629 4.1613
H -9.1967 -5.8177 5.0385
C -6.8063 0.6200 -1.0563
O -6.8112 2.0149 -0.7395
C -5.6591 2.4658 -0.2516
O -4.6655 1.8084 -0.0609
O -5.7816 3.7645 -0.0054
C -4.5924 4.3605 0.5230
H -7.7922 0.3717 -1.4394
H -6.0666 0.4047 -1.8267
H -6.6158 0.0282 -0.1730
H -3.7720 4.2731 -0.1868
H -4.3252 3.9061 1.4761
H -4.7978 5.4141 0.6873
C 1.5867 -3.0111 7.3724
O 0.8369 -2.5118 8.4835
C -0.4644 -2.3893 8.2594
O -1.0352 -2.6569 7.2316
O -1.0323 -1.9175 9.3699
C -2.4407 -1.7310 9.2805
H 2.6251 -3.0623 7.6862
H 1.2507 -4.0103 7.1003
H 1.5080 -2.3366 6.5217
H -2.9421 -2.6794 9.0864
H -2.6846 -1.0037 8.5067
H -2.7739 -1.3476 10.2408
C 0.0473 8.8842 0.6951
O -0.8302 7.7595 0.7832
C -0.2072 6.5814 0.8063
O 0.9800 6.4084 0.7609
O -1.1353 5.6252 0.8892
C -0.6059 4.2961 0.9228
H -0.5753 9.7746 0.6844
H 0.7074 8.9254 1.5598
H 0.6273 8.8481 -0.2254
H 0.0278 4.1546 1.7967
H -0.0523 4.0782 0.0115
H -1.4489 3.6124 0.9885
C -2.2180 0.1114 -0.1388
O -0.8802 0.6178 -0.0979
C 0.0322 -0.1971 -0.6293
O -0.1834 -1.2768 -1.1129
O 1.2219 0.3938 -0.5311
C 2.3041 -0.3726 -1.0664
H -2.8626 0.8530 0.3160
H -2.5394 -0.0439 -1.1673
H -2.2945 -0.8171 0.4281
H 2.1600 -0.5512 -2.1303
H 2.4085 -1.3151 -0.5313
H 3.2121 0.2082 -0.9301
C 7.8723 -1.0278 -2.5558
O 6.5249 -1.2177 -2.9957
C 6.3125 -2.3744 -3.6234
O 7.1334 -3.2253 -3.8343
O 5.0270 -2.4215 -3.9783
C 4.6530 -3.6150 -4.6679
H 7.9180 -0.0589 -2.0659
H 8.1555 -1.7970 -1.8392
H 8.5566 -1.0243 -3.4028
H 4.8075 -4.4887 -4.0368
H 5.2102 -3.7129 -5.5980
H 3.5944 -3.5311 -4.8993
C 12.5535 2.3764 -5.0601
O 11.8753 2.0131 -6.2637
C 11.3609 0.7829 -6.2553
O 11.4240 -0.0046 -5.3498
O 10.7632 0.5807 -7.4291
C 10.1608 -0.7077 -7.5671
H 12.9215 3.3900 -5.1955
H 11.8697 2.3594 -4.2128
H 13.3998 1.7156 -4.8812
H 9.3807 -0.8499 -6.8207
H 10.9106 -1.4929 -7.4887
H 9.7128 -0.7459 -8.5563
C 11.5058 4.9069 -12.3983
O 10.4922 4.8498 -11.3946
C 10.9555 4.6306 -10.1626
O 12.1094 4.4860 -9.8590
O 9.9164 4.6010 -9.3299
C 10.2684 4.3703 -7.9635
H 11.0064 5.0881 -13.3463
H 12.1968 5.7250 -12.2015
H 12.0425 3.9613 -12.4574
H 10.9106 5.1686 -7.5928
H 10.7529 3.4049 -7.8479
H 9.3459 4.3694 -7.3878
```

Properties
Gap between HOMO and LUMO, eV: 6.3
Energy, Eh: -3515.9008
Energy relative to the best compared isomer or geometry (same formula, charge and spin), kJ/mol: 39.5
Strongest force on any atom, eV Å⁻¹: 2.4
Charge: +1

ORCA calculation (wB97M-V/def2-TZVPD) on C17H21F9N4O7S2 as an isolated structure.

Geometry as XYZ:
```
60
C17H21F9N4O7S2, DFT wB97M-V/def2-TZVPD
C 4.0318 -1.7245 1.3222
C 2.6961 -1.6756 0.5946
N 2.8625 -1.9648 -0.8346
C 1.7031 -2.5753 -1.4556
C 0.4363 -1.6910 -1.5718
C -0.6952 -2.0867 -0.6665
C -1.4365 -1.1290 0.0089
C -2.4668 -1.4673 0.8903
C -3.2146 -0.4113 1.6449
C -4.2200 0.3796 0.7980
C -3.6090 1.6237 0.1711
F -2.2683 1.5326 0.2318
F -3.9913 2.7474 0.7776
F -3.9400 1.7229 -1.1260
C -2.7306 -2.8081 1.0664
N -2.0223 -3.7449 0.3995
C -2.3593 -5.1549 0.6492
O -1.2189 -5.9113 0.3519
N -1.6160 -7.3417 0.0608
O -1.1821 -7.6655 -0.9399
C -1.0299 -3.4182 -0.4443
C 3.4286 -0.8980 -1.5997
C 3.2773 0.5169 -1.1338
O 4.0310 -1.1647 -2.6017
H 3.9025 -1.9717 2.3695
H 4.6380 -2.5048 0.8735
H 4.5823 -0.7951 1.2302
H 2.2299 -0.7054 0.7727
H 2.0695 -2.4587 1.0127
H 1.4780 -3.4700 -0.8823
H 1.9995 -2.9030 -2.4449
H 0.6846 -0.6624 -1.3359
H 0.0675 -1.6788 -2.5933
H -1.1861 -0.0896 -0.1309
H -2.4986 0.2660 2.0938
H -3.7626 -0.8676 2.4631
H -4.6730 -0.2014 0.0028
H -5.0233 0.6979 1.4507
H -3.4904 -3.1676 1.7393
H -3.1962 -5.4495 0.0198
H -2.6336 -5.2646 1.6935
H -0.5159 -4.2338 -0.9135
H 3.8814 0.7247 -0.2575
H 3.6438 1.1528 -1.9275
H 2.2529 0.8024 -0.9244
C -0.0171 6.9341 1.5559
F 0.2331 8.0909 2.1673
F -0.1943 5.9932 2.4910
F -1.1566 7.0563 0.8697
S 1.3960 6.5199 0.4469
O 2.5211 6.3660 1.3226
O 1.4400 7.5823 -0.5139
N 0.7853 5.1578 -0.0924
S 1.5571 4.2819 -1.1463
O 2.7289 3.6078 -0.6589
O 1.5982 4.7954 -2.4837
C 0.2898 2.9503 -1.2034
F -0.9014 3.3858 -1.6186
F 0.1269 2.3900 0.0062
F 0.6770 1.9782 -2.0474
```

Properties
Gap between HOMO and LUMO, eV: 5.6
Energy, Eh: -3101.0874
Strongest force on any atom, eV Å⁻¹: 1.0
Charge: 0

ORCA calculation (wB97M-V/def2-TZVPD) on C38H29AuN3O2 as an isolated structure.

Geometry as XYZ:
```
73
C38H29AuN3O2, DFT wB97M-V/def2-TZVPD
Au 0.0850 0.0506 -0.4681
C -4.3387 -0.6312 0.9256
O -3.4665 -0.6594 2.0673
C -2.2292 -0.4962 1.6106
N -2.1016 -0.3222 0.3487
C -3.4066 -0.2470 -0.2583
C -3.5068 -1.0629 -1.5230
C -2.3981 -1.7298 -2.0249
C -2.4528 -2.3539 -3.2577
C -3.6272 -2.3254 -3.9894
C -4.7540 -1.7092 -3.4704
C -4.6950 -1.0737 -2.2435
C -1.0649 -0.3947 2.4844
C -1.1060 -0.1556 3.8530
C 0.0924 0.1136 4.5016
C 1.2823 0.1607 3.7829
C 1.2385 -0.1203 2.4204
N 0.0889 -0.4205 1.8207
C 2.3780 -0.0325 1.5062
N 2.2702 -0.2149 0.2373
C 3.5768 -0.0436 -0.3703
C 4.4203 0.4884 0.8176
O 3.5800 0.3018 1.9615
C 3.6262 0.8317 -1.6035
C 4.8096 0.8696 -2.3356
C 4.8836 1.6092 -3.5020
C 3.7780 2.3088 -3.9584
C 2.6061 2.2946 -3.2240
C 2.5431 1.5717 -2.0455
H -5.1180 0.1089 1.1068
H -4.7938 -1.6203 0.8161
H -3.5611 0.8054 -0.5425
H -1.4788 -1.7498 -1.4502
H -1.5741 -2.8433 -3.6514
H -3.6626 -2.7782 -4.9663
H -5.6729 -1.7014 -4.0368
H -5.5705 -0.5760 -1.8526
H -2.0448 -0.1615 4.3812
H 0.0939 0.3180 5.5618
H 2.2070 0.4378 4.2606
H 3.9249 -1.0408 -0.6739
H 4.6286 1.5580 0.7270
H 5.3500 -0.0582 0.9603
H 5.6740 0.3152 -2.0013
H 5.8016 1.6261 -4.0687
H 3.8320 2.8607 -4.8834
H 1.7361 2.8375 -3.5631
H 1.6259 1.5781 -1.4700
C -0.5228 1.9127 -0.3678
C -1.4225 2.7013 -0.1473
C -2.5222 3.5456 -0.1262
C -3.1826 3.7693 -1.3794
C -4.0701 4.8429 -1.5546
C -4.6834 5.0469 -2.7728
C -4.4276 4.2031 -3.8456
C -3.5332 3.1506 -3.6933
C -2.9240 2.9309 -2.4805
C -3.0329 3.9370 1.1636
C -2.1758 4.1913 2.2451
C -2.6864 4.4024 3.5081
C -4.0566 4.3530 3.7311
C -4.9150 4.1027 2.6696
C -4.4160 3.9116 1.3996
H -4.2415 5.5300 -0.7395
H -5.3770 5.8662 -2.8853
H -4.9239 4.3606 -4.7904
H -3.3222 2.4830 -4.5158
H -2.2582 2.0898 -2.3539
H -1.1106 4.2457 2.0687
H -2.0142 4.5991 4.3292
H -4.4508 4.4964 4.7256
H -5.9805 4.0416 2.8365
H -5.0850 3.6889 0.5818
```

Properties
Gap between HOMO and LUMO (spin up / spin down), eV: 5.5 / 6.2
Energy, Eh: -1915.5253
Energy relative to the best compared isomer or geometry (same formula, charge and spin), kJ/mol: 65.0
2S+1: 3
Expectation value of S²: 2.05
Strongest force on any atom, eV Å⁻¹: 1.5
Charge: +1

ORCA calculation (wB97M-V/def2-TZVPD) on one molecule with the formula C3H10Si3.

Geometry as XYZ:
```
16
C3H10Si3, DFT wB97M-V/def2-TZVPD
Si -3.0160 0.1308 -0.7076
C -1.2802 0.3117 -1.4388
C -0.1314 0.1596 -0.7401
C 0.8980 -0.0521 0.0714
Si 1.6896 1.5178 0.8930
Si 1.6564 -1.7971 0.1690
H -3.7492 -0.0179 -2.0012
H -3.5424 1.3552 -0.2699
H -3.2622 -0.9368 0.3736
H -1.1939 0.4410 -2.5104
H 3.1400 1.3857 1.0857
H 1.1211 1.5234 2.3569
H 1.3557 2.5426 -0.1867
H 0.8102 -2.4221 1.2413
H 2.9558 -1.7576 0.7494
H 1.4866 -2.6102 -1.0366
```

Properties
Gap between HOMO and LUMO, eV: 9.9
Energy, Eh: -988.6516
Energy relative to the best compared isomer or geometry (same formula, charge and spin), kJ/mol: 0.0
SMILES: [SiH3]C=C=C([SiH3])[SiH3]
Strongest force on any atom, eV Å⁻¹: 2.8
Charge: 0

ORCA calculation (wB97M-V/def2-TZVPD) on an isolated ion of composition C3H4Cl2FN4 and charge +1.

Geometry as XYZ:
```
14
C3H4Cl2FN4, DFT wB97M-V/def2-TZVPD
F 0.9130 -0.5454 2.2153
N 1.5610 0.3963 1.3936
C 0.9670 0.4136 0.0632
Cl 1.7297 1.7667 -0.9333
N 0.9705 -0.8253 -0.6362
C -0.0898 -1.3845 -1.0153
N -1.3513 -0.7093 -0.9181
C -1.4756 0.3964 -0.1256
Cl -2.9693 1.0233 0.2923
N -0.3986 0.9492 0.4061
H 2.5175 0.2340 1.2508
H 0.0156 -2.3399 -1.5008
H -2.1636 -1.2524 -1.2302
H -0.2260 1.8774 0.7383
```

Properties
Gap between HOMO and LUMO, eV: 9.9
Energy, Eh: -1355.6473
Energy relative to the best compared isomer or geometry (same formula, charge and spin), kJ/mol: 0.0
SMILES: FN[C@@]1(Cl)N=CNC(Cl)=[NH+]1
Strongest force on any atom, eV Å⁻¹: 3.1
Charge: +1

ORCA calculation (wB97M-V/def2-TZVPD) on a 3-piece molecular cluster, C12H24O6S3 overall.

Geometry as XYZ:
```
45
C12H24O6S3, DFT wB97M-V/def2-TZVPD
O -3.5005 1.0717 2.7757
S -4.7575 0.4377 2.3887
O -5.7225 0.2117 3.4007
C -5.2915 1.3657 1.1327
C -5.4825 0.5337 -0.0483
C -4.2745 -0.4153 0.1247
C -4.4935 -1.0293 1.3747
H -4.6095 2.1177 0.9917
H -6.4075 1.7917 1.4947
H -6.3715 0.0597 -0.0743
H -5.2375 1.1907 -0.8403
H -3.3695 0.1137 -0.0383
H -4.2855 -1.2943 -0.6633
H -3.6135 -1.6203 1.5987
H -5.4595 -1.5973 1.5517
O -0.0245 -2.6523 3.1867
S -0.0825 -2.4493 1.7727
O -1.2835 -2.7283 1.0167
C 0.7235 -1.0333 1.3257
C 2.0015 -1.4323 0.7687
C 2.3645 -2.8623 1.2087
C 1.0655 -3.6053 1.1687
H 0.8485 -0.4293 2.2657
H 0.1385 -0.4763 0.5637
H 1.9125 -1.5773 -0.3503
H 3.0505 -0.9273 0.9827
H 3.0315 -3.0123 2.2117
H 3.1645 -3.3333 0.6897
H 1.0045 -4.3963 1.8527
H 0.8445 -3.6503 0.2507
O 2.9475 3.9077 -1.0613
S 2.6535 3.1527 -2.2073
O 1.5915 3.4197 -3.1053
C 4.1585 3.0517 -3.1063
C 4.8285 2.0127 -2.2183
C 3.7935 0.8797 -2.0543
C 2.4635 1.4807 -1.6853
H 4.7045 3.9367 -3.2603
H 4.0585 2.6527 -4.3053
H 5.7485 1.4867 -2.5423
H 5.1895 2.5127 -1.3063
H 4.1405 0.2307 -1.2673
H 3.7435 0.2827 -2.9363
H 2.2825 1.6147 -0.7213
H 1.8135 1.0057 -2.3063
```

Properties
Gap between HOMO and LUMO, eV: 10.2
Energy, Eh: -2117.4002
Energy relative to the best compared isomer or geometry (same formula, charge and spin), kJ/mol: 442.1
SMILES: O=S1(=O)CCCC1.O=S1(=O)CCCC1.O=S1(=O)CCCC1
Strongest force on any atom, eV Å⁻¹: 7.6
Charge: 0

- Among the records above, which one has the lowest charge?
  C28H35F4N2O2PS2TeTi

- Which formula does entry 7 have?
  C3H4Cl2FN4

- The highest energy belongs to which entry?
  C4H5FO

- Among the records above, which one has the lowest charge?
  C28H35F4N2O2PS2TeTi